1.
36
Properties=species:S:1:pos:R:3:nbo_charge:R:1 method="wB97M-V/def2-TZVPD" smiles=CC(C)O.CC(C)O.CO.CO gap_ev=10.2 relative_energy_kcal_mol=5.2
C 1.28 1.34 0.12 -0.628
C 1.52 1.14 1.60 0.105
C 1.23 2.41 2.41 -0.633
O 0.68 0.07 2.00 -0.770
H 1.79 2.22 -0.26 0.210
H 0.21 1.45 -0.08 0.218
H 1.61 0.46 -0.43 0.213
H 2.58 0.88 1.73 0.153
H 1.85 3.22 2.02 0.210
H 1.50 2.27 3.46 0.211
H 0.18 2.67 2.35 0.212
H 0.68 -0.02 2.97 0.505
C -1.56 -1.06 -4.40 -0.618
C -1.00 0.31 -4.09 0.096
C 0.35 0.22 -3.38 -0.638
O -0.88 0.99 -5.33 -0.725
H -1.68 -1.65 -3.49 0.208
H -0.89 -1.57 -5.10 0.208
H -2.53 -0.97 -4.89 0.217
H -1.70 0.84 -3.44 0.156
H 1.09 -0.27 -4.03 0.208
H 0.30 -0.32 -2.44 0.221
H 0.71 1.22 -3.12 0.202
H -0.21 1.67 -5.25 0.465
C -0.58 -1.03 4.91 -0.259
O 0.69 -0.38 4.82 -0.751
H -0.49 -2.10 4.73 0.172
H -1.05 -0.86 5.88 0.173
H -1.22 -0.62 4.13 0.196
H 1.19 -0.54 5.62 0.483
C -0.97 -2.30 -0.02 -0.245
O -1.38 -1.06 0.51 -0.760
H -0.03 -2.64 0.42 0.167
H -1.73 -3.07 0.19 0.164
H -0.90 -2.26 -1.11 0.154
H -0.64 -0.67 1.00 0.502

2.
37
Properties=species:S:1:pos:R:3:nbo_charge:R:1 method="wB97M-V/def2-TZVPD" smiles=C1CCOC1.CO.CO.CO.CO gap_ev=9.5 relative_energy_kcal_mol=222.3
C 24.27 -28.97 -23.17 -0.428
C 25.79 -29.10 -22.91 -0.448
C 26.37 -29.65 -24.14 -0.078
O 25.63 -28.98 -25.19 -0.539
C 24.31 -28.71 -24.71 -0.075
H 23.76 -28.17 -22.64 0.216
H 23.74 -29.91 -23.03 0.195
H 25.91 -29.79 -22.07 0.230
H 26.09 -28.11 -22.59 0.205
H 26.31 -30.73 -24.24 0.174
H 27.42 -29.37 -24.08 0.190
H 23.52 -29.19 -25.29 0.177
H 24.28 -27.63 -24.84 0.171
C 22.66 -32.54 -19.65 -0.267
O 23.93 -32.07 -19.16 -0.751
H 22.03 -31.66 -19.61 0.174
H 22.89 -33.01 -20.61 0.197
H 22.35 -33.29 -18.93 0.199
H 24.52 -32.81 -19.02 0.494
C 24.04 -30.03 -20.64 -0.298
O 24.45 -30.15 -19.32 -0.720
H 23.07 -30.42 -20.98 0.164
H 23.97 -28.99 -20.96 0.175
H 24.86 -30.40 -21.25 0.174
H 23.84 -30.74 -18.88 0.436
C 22.89 -31.33 -17.30 -0.163
O 21.51 -31.67 -17.40 -0.715
H 23.14 -30.92 -18.28 0.105
H 23.14 -30.53 -16.60 0.167
H 23.49 -32.22 -17.13 0.169
H 21.17 -31.09 -18.07 0.458
C 26.65 -30.68 -20.44 -0.286
O 27.77 -31.22 -21.11 -0.727
H 25.74 -31.29 -20.49 0.206
H 26.86 -30.78 -19.38 0.171
H 26.41 -29.62 -20.54 0.183
H 28.42 -30.52 -21.17 0.465

3.
44
Properties=species:S:1:pos:R:3:nbo_charge:R:1 method="wB97M-V/def2-TZVPD" gap_ev=8.9 relative_energy_kcal_mol=333.7
O 0.04 -0.20 -0.62 -0.877
H -0.83 -0.17 -1.03 0.487
H 0.05 0.09 0.29 0.511
H 0.38 -1.09 -0.62 0.494
As 1.16 2.47 -0.18 2.805
F 0.62 4.23 -0.40 -0.610
F 1.16 2.33 -1.99 -0.619
F 1.69 0.76 0.00 -0.625
F 1.08 2.59 1.62 -0.619
F -0.53 1.87 -0.20 -0.634
F 2.83 3.01 -0.17 -0.600
C 2.24 -1.22 -0.63 -0.687
C 1.47 -2.44 -0.40 -0.099
O 0.18 -2.31 -0.91 -0.715
H 3.31 -1.44 -0.58 0.221
H 2.08 -0.49 0.16 0.269
H 2.03 -0.71 -1.57 0.244
H 1.46 -2.80 0.63 0.160
H 1.98 -3.20 -0.99 0.176
H -0.24 -3.17 -0.80 0.500
C -2.65 1.81 -1.30 -0.663
C -2.31 0.46 -1.84 0.076
C -1.27 0.38 -2.97 -0.673
O -1.85 -0.37 -0.83 -0.713
H -3.32 1.64 -0.46 0.184
H -3.11 2.46 -2.05 0.216
H -1.77 2.28 -0.86 0.283
H -3.27 0.15 -2.25 0.173
H -1.13 -0.60 -3.42 0.215
H -0.33 0.75 -2.57 0.262
H -1.55 1.11 -3.73 0.226
H -2.63 -0.74 -0.42 0.516
C 0.86 0.55 2.74 -0.663
C 0.48 -0.82 2.15 0.075
C -0.12 -1.75 3.17 -0.621
O -0.39 -0.60 1.03 -0.684
H 1.49 1.13 2.07 0.275
H 1.32 0.42 3.72 0.209
H -0.01 1.19 2.86 0.208
H 1.36 -1.36 1.79 0.190
H -0.20 -2.75 2.75 0.201
H -1.12 -1.43 3.45 0.202
H 0.58 -1.76 4.02 0.226
H -1.22 -0.23 1.33 0.499

4.
48
Properties=species:S:1:pos:R:3:nbo_charge:R:1 method="wB97M-V/def2-TZVPD" total_charge=+1 gap_ev=6.7 relative_energy_kcal_mol=0.0
C 2.50 1.95 -3.42 -0.283
C 3.39 2.94 -3.55 -0.365
S 5.10 2.45 -3.50 0.250
P 5.36 2.17 -1.33 2.133
N 5.08 3.53 -0.69 -1.313
O 4.30 1.10 -1.00 -0.983
O 6.81 1.62 -1.03 -0.930
H 2.66 1.05 -3.99 0.233
H 1.68 2.07 -2.73 0.257
H 3.16 3.98 -3.70 0.265
H 5.88 3.50 -3.83 0.221
H 5.88 3.82 -0.14 0.411
H 3.73 1.42 -0.27 0.580
H 7.06 0.92 -1.66 0.521
C -1.15 3.39 1.43 -0.270
O -0.52 2.11 1.14 -0.706
P 0.53 1.40 2.24 2.465
O 1.62 1.11 1.25 -1.119
O -0.44 0.10 2.46 -0.809
C -1.71 0.31 3.07 -0.254
O 1.40 1.18 3.62 -0.801
C 2.27 0.05 3.64 -0.227
H -1.02 4.04 0.58 0.199
H -2.22 3.23 1.60 0.194
H -0.72 3.87 2.31 0.182
H -2.49 0.37 2.30 0.188
H -1.71 1.25 3.64 0.166
H -1.94 -0.51 3.74 0.208
H 3.20 0.28 3.12 0.189
H 1.80 -0.83 3.20 0.196
H 2.49 -0.15 4.69 0.200
C -1.00 -3.49 -0.47 -0.260
O -2.14 -3.99 -1.18 -0.704
P -3.72 -3.86 -0.58 2.430
O -4.08 -5.28 -0.79 -1.036
O -4.16 -2.89 -1.82 -0.809
C -3.57 -1.60 -1.92 -0.251
O -4.94 -3.33 0.39 -0.811
C -6.25 -3.77 0.04 -0.233
H -0.25 -4.28 -0.41 0.197
H -0.58 -2.64 -1.01 0.175
H -1.26 -3.18 0.54 0.173
H -2.76 -1.62 -2.65 0.182
H -3.18 -1.25 -0.96 0.160
H -4.33 -0.90 -2.26 0.197
H -6.42 -4.78 0.40 0.203
H -6.41 -3.73 -1.04 0.197
H -6.95 -3.10 0.53 0.188

5.
59
Properties=species:S:1:pos:R:3:nbo_charge:R:1 method="wB97M-V/def2-TZVPD" total_charge=+1 spin_multiplicity=2 s2=0.76 gap_ev="4.0 / 2.6" relative_energy_kcal_mol=157.7
Pb 1.18 0.18 4.13 1.777
O 0.08 -1.17 0.05 -0.727
C -0.49 -0.05 0.64 0.976
O -0.33 0.06 1.84 -0.865
O -1.01 0.86 -0.10 -0.747
H 0.30 -1.74 0.79 0.497
O 0.96 3.02 1.13 -0.650
C 0.75 3.42 2.38 0.937
O 0.45 2.61 3.24 -0.657
O 0.96 4.56 2.69 -0.129
H 0.37 2.25 1.10 0.528
C -3.87 3.23 1.11 0.731
O -5.05 3.56 1.27 -0.662
N -3.57 2.08 0.69 -0.827
N -2.86 3.84 1.61 -0.837
H -2.66 2.18 0.25 0.388
H -4.17 1.33 0.39 0.412
H -2.10 3.19 1.77 0.371
H -3.12 4.66 2.14 0.423
C -1.46 -4.23 1.62 0.735
O -0.45 -4.68 1.10 -0.677
N -2.66 -4.48 1.18 -0.794
N -1.60 -3.40 2.57 -0.797
H -3.38 -3.99 1.68 0.365
H -2.87 -5.04 0.37 0.425
H -2.52 -3.02 2.76 0.387
H -0.82 -2.77 2.71 0.361
C 2.05 -1.67 -2.75 0.746
O 3.21 -1.51 -2.57 -0.703
N 1.48 -2.72 -3.18 -0.808
N 1.18 -0.82 -2.37 -0.899
H 2.00 -3.54 -3.44 0.410
H 0.50 -2.53 -3.34 0.404
H 1.60 0.09 -2.25 0.409
H 0.55 -1.17 -1.65 0.392
C 2.70 2.38 -2.03 0.724
O 3.60 2.09 -2.83 -0.646
N 2.11 1.46 -1.43 -0.825
N 2.22 3.57 -1.85 -0.809
H 2.85 1.02 -0.91 0.404
H 1.24 1.62 -0.94 0.383
H 2.65 4.31 -2.40 0.414
H 1.77 3.84 -0.99 0.386
C 3.56 0.15 1.57 0.783
O 2.78 0.54 2.35 -0.825
N 4.78 0.58 1.42 -0.777
N 3.12 -0.57 0.59 -0.800
H 5.15 0.50 0.48 0.431
H 5.17 1.23 2.08 0.420
H 2.13 -0.77 0.57 0.410
H 3.72 -1.12 -0.01 0.448
C -3.18 -1.81 -2.27 0.760
O -4.06 -2.14 -3.01 -0.629
N -2.99 -0.58 -1.79 -0.854
N -2.26 -2.69 -1.78 -0.855
H -3.88 -0.13 -1.62 0.392
H -2.23 -0.28 -1.21 0.398
H -2.08 -3.52 -2.32 0.402
H -1.50 -2.29 -1.24 0.374

6.
54
Properties=species:S:1:pos:R:3:nbo_charge:R:1 method="wB97M-V/def2-TZVPD" gap_ev=6.9 relative_energy_kcal_mol=330.8
C 0.59 1.20 -0.34 -0.286
O 1.22 -0.02 0.13 -0.722
H 1.11 1.57 -1.22 0.188
H -0.47 1.16 -0.56 0.177
H 0.80 1.98 0.40 0.171
H 0.84 -0.69 -0.45 0.424
C -2.14 0.86 1.61 -0.286
O -3.34 0.18 1.85 -0.706
H -2.33 1.76 1.03 0.228
H -1.69 1.10 2.57 0.196
H -1.39 0.29 1.07 0.118
H -3.46 -0.38 1.07 0.444
C -1.39 0.28 -2.36 -0.515
N -1.76 1.52 -1.67 0.505
O -2.80 1.53 -1.02 -0.374
O -1.01 2.48 -1.79 -0.376
H -1.24 0.54 -3.41 0.247
H -2.27 -0.31 -2.14 0.205
H -0.44 -0.05 -1.94 0.290
C -1.88 -1.99 1.26 -0.469
N -0.67 -1.44 1.88 0.524
O -0.78 -0.99 2.99 -0.304
O 0.32 -1.36 1.21 -0.409
H -1.56 -2.95 0.85 0.178
H -2.13 -1.36 0.40 0.202
H -2.58 -2.11 2.08 0.273
C 2.86 -1.52 -2.18 -0.466
N 2.08 -0.55 -3.04 0.527
O 1.06 -0.02 -2.51 -0.413
O 2.54 -0.33 -4.21 -0.349
H 3.05 -2.28 -2.94 0.235
H 2.30 -1.89 -1.33 0.231
H 3.79 -1.07 -1.81 0.242
C -1.18 -3.05 -1.11 -0.457
N 0.13 -2.46 -1.46 0.565
O 0.95 -3.11 -2.05 -0.324
O 0.29 -1.36 -0.91 -0.352
H -1.28 -3.80 -1.89 0.240
H -1.98 -2.31 -1.09 0.237
H -1.11 -3.58 -0.16 0.237
C 0.53 4.03 0.54 -0.499
N -0.77 3.56 1.11 0.525
O -0.98 3.93 2.29 -0.378
O -1.51 2.95 0.36 -0.341
H 0.97 4.81 1.18 0.237
H 0.36 4.46 -0.44 0.240
H 1.29 3.27 0.42 0.235
C 2.61 -0.03 1.99 -0.545
N 2.29 -0.72 3.26 0.525
O 3.17 -1.36 3.87 -0.434
O 1.12 -0.73 3.61 -0.379
H 1.76 -0.31 1.36 0.328
H 3.48 -0.38 1.44 0.203
H 2.66 1.03 2.21 0.207

7.
52
Properties=species:S:1:pos:R:3:nbo_charge:R:1 method="wB97M-V/def2-TZVPD" total_charge=+1 spin_multiplicity=2 s2=0.76 gap_ev="9.1 / 7.5" relative_energy_kcal_mol=19.1
Ag 0.42 0.18 0.01 1.176
C 0.39 -1.59 -4.09 -0.616
C 0.79 -1.64 -2.61 0.055
C 2.14 -2.44 -2.53 -0.631
O 1.01 -0.37 -2.11 -0.523
H 0.28 -2.60 -4.47 0.212
H 1.10 -1.02 -4.69 0.215
H -0.62 -1.19 -4.24 0.195
H 0.09 -2.32 -2.12 0.181
H 2.03 -3.37 -3.09 0.198
H 2.33 -2.53 -1.46 0.208
H 2.97 -1.91 -3.00 0.206
C -0.90 3.25 -1.00 0.788
O -0.42 2.16 -0.67 -0.720
N -0.37 3.98 -1.99 -0.818
N -2.00 3.79 -0.37 -0.841
H 0.22 3.57 -2.69 0.422
H -0.92 4.78 -2.26 0.382
H -2.57 3.17 0.18 0.414
H -2.38 4.66 -0.66 0.391
C 0.77 -3.00 1.46 0.790
O 0.97 -1.83 1.11 -0.707
N -0.35 -3.44 2.06 -0.821
N 1.77 -3.91 1.29 -0.847
H -1.13 -2.86 2.27 0.404
H -0.46 -4.41 2.31 0.393
H 1.88 -4.89 1.45 0.403
H 2.66 -3.48 1.09 0.406
C -1.26 1.56 2.69 0.785
O -0.44 1.02 1.94 -0.698
N -2.40 0.94 3.06 -0.832
N -1.16 2.87 3.04 -0.825
H -2.98 1.34 3.78 0.396
H -2.50 -0.02 2.77 0.410
H -0.28 3.35 2.90 0.404
H -1.56 3.10 3.94 0.381
C 3.15 1.16 1.63 0.802
O 2.45 0.64 0.76 -0.702
N 4.27 0.59 2.13 -0.835
N 2.87 2.40 2.14 -0.839
H 4.67 -0.21 1.68 0.414
H 4.67 0.89 3.00 0.396
H 2.18 2.97 1.68 0.407
H 3.58 2.86 2.67 0.388
C -2.70 -0.73 -0.83 0.793
O -1.61 -0.71 -0.27 -0.710
N -2.86 -0.09 -2.04 -0.850
N -3.80 -1.37 -0.36 -0.826
H -3.51 -0.53 -2.67 0.388
H -2.10 0.47 -2.37 0.426
H -3.81 -1.81 0.53 0.409
H -4.58 -1.44 -0.99 0.398

8.
55
Properties=species:S:1:pos:R:3:nbo_charge:R:1 method="wB97M-V/def2-TZVPD" total_charge=-1 gap_ev=7.2
C -6.88 2.73 2.29 -0.833
S -5.87 1.28 1.57 2.044
O -6.64 0.69 0.37 -0.933
O -5.85 0.17 2.70 -0.945
N -4.29 1.90 1.18 -1.124
S -3.22 0.65 0.57 2.027
O -3.11 -0.59 1.51 -0.920
O -3.88 0.10 -0.76 -0.978
C -1.51 1.39 0.14 -0.613
C -0.43 1.23 1.36 -0.447
C 1.02 0.61 0.93 -0.223
N 1.94 1.58 0.20 -0.897
H -7.80 2.88 1.58 0.247
H -6.23 3.73 2.34 0.239
H -7.21 2.51 3.41 0.253
H -1.10 0.97 -0.89 0.254
H -1.73 2.55 0.00 0.249
H -0.86 0.53 2.21 0.265
H -0.22 2.30 1.83 0.218
H 1.59 0.34 1.94 0.196
H 0.96 -0.42 0.34 0.183
H 1.64 1.71 -0.81 0.353
H 2.86 1.06 0.15 0.397
C -3.08 -1.91 -4.86 0.763
O -2.69 -1.97 -6.01 -0.696
N -2.88 -2.89 -3.96 -0.850
N -3.75 -0.84 -4.37 -0.839
H -3.20 -2.86 -3.01 0.405
H -2.38 -3.71 -4.29 0.392
H -3.92 -0.08 -5.01 0.402
H -4.08 -0.77 -3.43 0.422
C 3.77 4.31 2.64 0.764
O 3.74 3.44 3.49 -0.681
N 4.40 5.49 2.83 -0.850
N 3.18 4.18 1.44 -0.856
H 4.43 6.22 2.14 0.382
H 4.86 5.63 3.72 0.402
H 2.70 3.31 1.26 0.444
H 3.19 4.89 0.73 0.377
C 4.50 -1.61 0.88 0.769
O 4.43 -0.74 0.03 -0.704
N 4.76 -2.89 0.58 -0.833
N 4.33 -1.36 2.19 -0.846
H 4.83 -3.62 1.27 0.382
H 4.89 -3.12 -0.39 0.434
H 4.14 -0.40 2.46 0.413
H 4.39 -2.06 2.91 0.385
C 2.49 -4.52 -1.94 0.775
O 3.57 -4.40 -1.37 -0.699
N 1.90 -3.50 -2.58 -0.835
N 1.81 -5.67 -1.97 -0.840
H 1.01 -3.58 -3.06 0.393
H 2.38 -2.61 -2.59 0.416
H 2.22 -6.47 -1.49 0.406
H 0.92 -5.79 -2.43 0.390

9.
52
Properties=species:S:1:pos:R:3:nbo_charge:R:1 method="wB97M-V/def2-TZVPD" total_charge=-1 gap_ev=4.3
Hg 0.63 1.82 -1.05 1.055
Cl -1.28 3.94 1.35 -0.640
Cl 2.26 -0.72 -3.23 -0.654
B 0.60 4.16 -3.45 -0.831
H 0.57 4.95 -2.72 -0.015
H -0.25 3.50 -3.41 0.001
H 0.61 4.65 -4.42 0.082
H 1.51 3.58 -3.36 0.002
C 2.09 0.78 4.43 -0.257
O 1.07 -0.10 4.51 -0.796
P 0.87 -1.17 3.35 2.544
O 0.83 -0.55 1.96 -1.083
O 2.10 -2.21 3.48 -0.811
C 2.42 -3.00 4.58 -0.254
O -0.38 -2.18 3.71 -0.820
C -1.75 -2.02 3.24 -0.250
H 2.96 0.53 3.83 0.195
H 2.50 0.81 5.43 0.168
H 1.72 1.80 4.33 0.205
H 3.30 -2.61 5.11 0.186
H 2.68 -3.94 4.10 0.190
H 1.54 -3.28 5.15 0.191
H -1.95 -3.03 2.89 0.189
H -2.00 -1.34 2.43 0.218
H -2.47 -1.72 4.00 0.185
C -6.57 -1.38 -0.95 -0.246
O -5.32 -0.71 -0.99 -0.810
P -4.04 -1.15 -1.94 2.514
O -2.84 -0.25 -1.85 -1.038
O -4.85 -1.27 -3.43 -0.809
C -5.41 -0.08 -3.95 -0.258
O -3.76 -2.73 -1.60 -0.799
C -2.64 -3.36 -2.11 -0.258
H -6.92 -1.61 -1.95 0.185
H -7.36 -0.76 -0.53 0.191
H -6.36 -2.23 -0.30 0.190
H -6.50 -0.09 -4.00 0.174
H -4.91 0.27 -4.85 0.200
H -5.26 0.65 -3.15 0.188
H -2.07 -3.78 -1.28 0.187
H -1.97 -2.65 -2.61 0.208
H -2.80 -4.11 -2.89 0.180
C 5.45 1.92 -0.05 -0.096
C 6.48 1.86 -1.23 -0.101
O 7.47 2.88 -1.25 -0.738
O 4.38 2.79 -0.30 -0.705
H 5.91 2.10 0.92 0.161
H 4.95 0.96 -0.01 0.182
H 6.00 2.03 -2.20 0.180
H 6.86 0.85 -1.31 0.189
H 7.16 3.73 -1.56 0.470
H 4.74 3.46 -0.89 0.458

10.
61
Properties=species:S:1:pos:R:3:nbo_charge:R:1 method="wB97M-V/def2-TZVPD" gap_ev=6.5
Be 5.59 4.59 5.82 1.648
C 6.61 6.12 3.83 0.932
O 7.19 6.67 2.88 -0.773
O 6.84 6.48 5.07 -0.950
O 5.78 5.14 3.68 -0.962
C 2.11 3.43 4.22 0.782
O 3.21 3.86 4.47 -0.655
N 1.04 3.66 5.03 -0.848
N 1.83 2.72 3.09 -0.860
H 1.20 4.13 5.90 0.411
H 0.16 3.19 4.92 0.380
H 2.51 2.81 2.36 0.416
H 0.94 2.27 2.95 0.387
C 5.82 5.06 9.33 0.804
O 6.03 4.71 8.18 -0.702
N 4.59 5.22 9.87 -0.835
N 6.82 5.25 10.21 -0.823
H 4.45 5.29 10.86 0.385
H 3.80 5.40 9.27 0.418
H 7.80 5.21 10.04 0.404
H 6.65 5.33 11.20 0.388
C 3.24 7.09 5.50 0.790
O 3.83 6.26 6.18 -0.710
N 2.26 7.92 5.94 -0.842
N 3.36 7.09 4.14 -0.830
H 2.36 8.23 6.90 0.405
H 1.85 8.52 5.25 0.385
H 4.15 6.60 3.72 0.456
H 2.94 7.85 3.64 0.370
C 6.35 1.89 3.47 0.787
O 5.91 2.31 4.54 -0.729
N 6.63 0.59 3.23 -0.850
N 6.42 2.74 2.42 -0.833
H 6.89 0.17 2.35 0.394
H 6.48 -0.05 3.99 0.397
H 6.71 2.30 1.56 0.366
H 6.02 3.68 2.51 0.475
C 8.21 2.54 7.11 0.790
O 7.57 3.39 6.53 -0.669
N 7.67 1.37 7.54 -0.854
N 9.58 2.54 7.15 -0.846
H 6.66 1.38 7.43 0.429
H 8.22 0.79 8.13 0.384
H 10.07 3.36 6.85 0.417
H 10.05 1.79 7.62 0.380
C 6.44 8.15 8.44 0.766
O 6.60 8.45 9.62 -0.719
N 7.19 7.17 7.88 -0.842
N 5.57 8.71 7.57 -0.855
H 7.04 6.97 6.90 0.442
H 7.64 6.55 8.53 0.381
H 5.08 9.53 7.88 0.391
H 5.57 8.43 6.60 0.416
C 3.76 1.57 7.14 0.775
O 4.32 2.64 7.36 -0.683
N 3.58 0.62 8.11 -0.858
N 3.56 1.11 5.88 -0.848
H 3.19 -0.29 7.96 0.388
H 3.66 0.96 9.06 0.405
H 4.02 1.60 5.13 0.458
H 3.20 0.17 5.86 0.372

| no. | largest force on an atom (eV/Å) |
| --- | --- |
| 1 | 0.67 |
| 2 | 8.64 |
| 3 | 16.51 |
| 4 | 7.78 |
| 5 | 11.04 |
| 6 | 15.66 |
| 7 | 2.75 |
| 8 | 7.43 |
| 9 | 4.84 |
| 10 | 2.97 |